1.
{"formula": "C14H16", "method": "ωB97M-V/def2-TZVPD", "elements": ["C", "C", "C", "C", "C", "C", "C", "H", "H", "H", "H", "H", "H", "H", "H", "C", "C", "C", "C", "C", "C", "C", "H", "H", "H", "H", "H", "H", "H", "H"], "xyz": [[2.4409, -1.9392, 0.3387], [1.2857, -1.6467, 1.2891], [1.5912, -1.5481, 2.6351], [0.5662, -1.3994, 3.5635], [-0.7566, -1.2982, 3.1049], [-1.0830, -1.2233, 1.7570], [-0.0292, -1.4495, 0.8752], [2.2473, -2.6526, -0.4554], [3.3229, -2.2108, 0.9182], [2.7053, -1.0042, -0.1509], [2.6085, -1.5162, 3.0439], [0.7325, -1.2015, 4.6027], [-1.5293, -1.3239, 3.8856], [-2.0639, -0.9670, 1.4293], [-0.1271, -1.6846, -0.1776], [0.2110, 1.8921, -3.6959], [-0.3180, 1.5653, -2.3407], [-1.1080, 0.4074, -2.1382], [-1.9681, 0.3324, -1.0665], [-1.9680, 1.3632, -0.0803], [-0.9964, 2.3550, -0.1771], [-0.1115, 2.3813, -1.2501], [-0.6172, 1.9456, -4.4185], [1.0550, 1.2663, -4.0394], [0.5821, 2.9311, -3.6627], [-1.0156, -0.4867, -2.7368], [-2.6907, -0.5058, -0.9875], [-2.6932, 1.3964, 0.7098], [-0.9508, 3.1173, 0.5786], [0.6780, 3.1041, -1.3542]], "atomic_forces_ev_per_a": [[-0.258, 0.929, 0.262], [0.606, -0.437, 0.104], [-0.063, 0.537, 1.444], [-0.796, 0.417, -1.306], [-0.339, 0.011, 1.033], [1.523, -0.417, 0.509], [0.668, -0.872, -0.645], [-0.189, -0.274, 0.122], [-0.085, -0.314, -0.127], [0.069, 0.151, -0.244], [-0.213, -0.289, -0.568], [0.313, -0.406, 0.435], [0.120, 0.469, -0.505], [-0.550, -0.287, -0.193], [-0.713, 0.646, -0.169], [0.830, 0.888, -0.218], [-0.173, -1.656, 0.245], [-0.062, 0.333, 0.309], [-0.660, 0.485, 1.232], [0.524, -0.240, -1.490], [-0.243, -0.719, 0.394], [-0.596, 0.405, -0.613], [0.373, -0.483, 0.102], [-0.614, 0.052, -0.024], [0.095, -0.365, -0.049], [-0.205, 0.293, -0.785], [0.707, 0.520, 0.027], [-0.179, -0.117, 0.237], [0.166, 0.154, 0.272], [-0.056, 0.585, 0.209]], "nbo_charge": [-0.630, -0.010, -0.218, -0.212, -0.218, -0.198, -0.215, 0.217, 0.215, 0.218, 0.207, 0.211, 0.206, 0.215, 0.210, -0.637, 0.002, -0.230, -0.201, -0.229, -0.205, -0.221, 0.227, 0.223, 0.214, 0.212, 0.212, 0.213, 0.213, 0.209], "relative_energy_kcal_mol": 24.0, "gap_ha": 0.35426, "max_force_ha_per_bohr": 0.0327}

=====

2.
{"formula": "C4H8O", "method": "ωB97M-V/def2-TZVPD", "elements": ["C", "C", "C", "C", "O", "H", "H", "H", "H", "H", "H", "H", "H"], "xyz": [[-0.3348, -1.9946, 0.4325], [-0.5491, -0.6891, -0.2783], [0.2380, 0.3907, -0.1356], [0.0007, 1.7913, -0.6172], [1.2979, 0.2874, 0.7393], [0.6928, -1.8890, 0.7773], [-0.3654, -2.9109, -0.1575], [-1.0254, -2.0951, 1.2699], [-1.2434, -0.5595, -1.1031], [-0.3817, 2.3862, 0.2164], [-0.7628, 1.9033, -1.3897], [0.9126, 2.2804, -0.9463], [1.5208, 1.0990, 1.1922]], "atomic_forces_ev_per_a": [[0.678, 0.592, -0.036], [0.278, 0.789, -1.411], [-0.432, -0.265, 1.029], [-0.424, 0.079, -0.084], [0.319, -0.522, 0.045], [-0.107, -0.506, 0.579], [-0.283, 0.274, -0.314], [0.093, -0.084, 0.097], [-0.419, -0.304, 0.288], [0.077, -0.006, 0.187], [0.161, -0.374, -0.061], [0.205, -0.095, -0.170], [-0.145, 0.420, -0.151]], "nbo_charge": [-0.650, -0.271, 0.305, -0.671, -0.713, 0.234, 0.215, 0.214, 0.197, 0.214, 0.231, 0.216, 0.478], "relative_energy_kcal_mol": 17.9, "gap_ha": 0.34299, "max_force_ha_per_bohr": 0.0319}

=====

3.
{"formula": "C10H39O10", "method": "ωB97M-V/def2-TZVPD", "elements": ["C", "O", "H", "H", "H", "C", "O", "H", "H", "H", "H", "C", "O", "H", "H", "H", "H", "C", "O", "H", "H", "H", "H", "C", "O", "H", "H", "H", "H", "C", "O", "H", "H", "H", "H", "C", "O", "H", "H", "H", "H", "C", "O", "H", "H", "H", "H", "C", "O", "H", "H", "H", "H", "C", "O", "H", "H", "H", "H"], "xyz": [[0.1258, -0.2007, -0.7260], [-0.3317, 1.0767, -1.0173], [-0.4819, -0.9176, -1.2781], [1.1534, -0.3534, -1.0559], [0.1023, -0.4751, 0.3286], [-0.9265, 3.1265, 2.0554], [-1.8707, 2.5448, 1.1407], [-0.4057, 3.9841, 1.6295], [-1.4983, 3.5693, 2.8710], [-0.1979, 2.4073, 2.4294], [-1.3728, 2.1898, 0.4007], [1.0801, -4.0195, -1.8743], [1.6567, -4.8638, -2.8385], [1.5454, -4.1589, -0.8985], [1.1010, -3.0080, -2.2800], [0.0289, -4.3055, -1.8368], [1.3133, -5.7123, -2.5491], [4.2551, -0.4794, -1.8393], [5.0320, -1.1667, -0.8874], [3.7133, -1.1837, -2.4706], [3.5644, 0.2241, -1.3746], [4.8902, 0.1154, -2.4958], [4.4152, -1.6563, -0.3384], [-3.7676, 0.4710, -0.6680], [-3.7453, 0.8392, -2.0640], [-2.7593, 0.4349, -0.2556], [-4.2136, 1.2671, -0.0718], [-4.3543, -0.4362, -0.5233], [-4.6543, 0.8514, -2.3724], [-1.9589, -0.5653, 3.2792], [-2.0717, -1.8416, 3.8123], [-2.8534, 0.0284, 3.4677], [-1.0958, -0.0448, 3.6944], [-1.8268, -0.5866, 2.1974], [-2.9848, -2.1115, 3.6895], [2.5290, 2.6793, 0.7513], [1.4002, 3.1255, -0.0269], [3.1737, 3.5140, 1.0263], [2.2431, 2.2181, 1.6966], [3.1876, 2.0845, 0.1184], [0.8113, 2.4083, -0.2727], [-0.6785, 5.7386, -1.1083], [-0.7181, 4.3319, -1.3955], [-1.5505, 6.1902, -1.5813], [-0.7746, 5.9586, -0.0451], [0.1602, 6.2623, -1.5670], [0.0012, 4.0083, -0.8482], [-2.9297, -3.3795, -1.2988], [-2.9104, -4.7212, -0.7608], [-2.5370, -2.7241, -0.5214], [-2.2930, -3.2442, -2.1730], [-3.9710, -3.1692, -1.5429], [-3.1637, -5.3864, -1.4049], [2.5375, -1.7009, 1.9264], [3.6977, -2.2390, 1.3559], [2.5271, -2.1438, 2.9223], [2.5998, -0.6211, 2.0616], [1.6427, -2.0488, 1.4101], [4.4096, -2.1843, 1.9975]], "atomic_forces_ev_per_a": [[-0.644, 1.528, -0.794], [0.464, 0.368, 1.199], [-0.233, -0.797, -0.113], [0.700, -0.265, -0.130], [-0.108, -0.226, 0.723], [-1.029, 0.270, -0.573], [0.293, 0.656, 1.495], [0.270, -0.151, -0.333], [-0.121, -0.383, 0.286], [0.043, -0.095, 0.066], [0.537, -0.648, -1.066], [-0.907, 0.437, -0.405], [0.417, -0.850, -0.216], [0.047, 0.460, 0.077], [0.302, 0.113, 0.542], [-0.283, 0.315, 0.581], [0.415, -0.429, -0.547], [-0.075, 0.222, -0.331], [0.453, 0.159, -0.203], [-0.260, 0.047, -0.077], [-0.253, -0.075, 0.034], [0.281, -0.119, 0.095], [-0.072, -0.156, 0.456], [-0.252, 0.873, -0.257], [0.233, -0.367, 0.582], [0.191, -0.440, -0.644], [-0.353, 0.148, 0.001], [0.224, -0.286, 0.129], [-0.032, 0.039, 0.070], [0.008, 1.224, -0.869], [-0.140, -1.074, 0.680], [0.005, 0.231, 0.137], [-0.031, -0.138, 0.160], [0.094, 0.018, -0.179], [0.101, -0.211, 0.001], [-0.580, 0.587, -0.998], [1.831, 1.318, 1.242], [-0.389, 0.516, -0.080], [-0.097, -0.456, -0.144], [-0.150, -0.660, 0.246], [-0.748, -1.979, -0.637], [-1.025, -0.505, -0.783], [0.102, 1.709, 0.318], [-0.231, -0.077, -0.025], [0.304, -0.039, 0.183], [0.482, -0.145, 0.224], [0.290, -0.658, -0.093], [-0.281, -0.860, 0.178], [0.536, 0.205, 0.276], [-0.267, -0.045, -0.028], [-0.017, -0.177, -0.100], [0.101, 0.580, -0.066], [-0.034, 0.346, -0.267], [-0.105, -0.417, 1.555], [0.747, -0.384, -1.153], [-0.713, 0.185, 0.388], [-0.299, 0.118, -0.442], [0.244, 0.368, -0.262], [0.013, 0.067, -0.108]], "nbo_charge": [-0.220, -0.994, 0.111, 0.106, 0.093, -0.246, -0.767, 0.166, 0.155, 0.151, 0.515, -0.254, -0.718, 0.163, 0.198, 0.157, 0.450, -0.248, -0.753, 0.160, 0.170, 0.164, 0.490, -0.265, -0.711, 0.228, 0.162, 0.134, 0.443, -0.247, -0.724, 0.158, 0.173, 0.178, 0.461, -0.241, -0.806, 0.163, 0.157, 0.169, 0.522, -0.255, -0.713, 0.162, 0.154, 0.148, 0.489, -0.250, -0.746, 0.202, 0.172, 0.160, 0.459, -0.244, -0.741, 0.151, 0.171, 0.202, 0.470], "relative_energy_kcal_mol": 23.6, "total_charge": -1, "gap_ha": 0.22564, "max_force_ha_per_bohr": 0.0501}

=====

4.
{"formula": "C2H8NOS", "method": "ωB97M-V/def2-TZVPD", "elements": ["C", "S", "H", "H", "H", "N", "C", "O", "H", "H", "H", "H", "H"], "xyz": [[0.0837, 1.9857, 1.7485], [-0.0742, 0.2173, 2.1649], [-0.1268, 2.2149, 0.6850], [1.0507, 2.4479, 1.8981], [-0.6953, 2.4574, 2.3561], [-1.0728, -1.4347, -1.4539], [0.3917, -1.2868, -1.5850], [0.9580, -0.6825, -0.4877], [-1.4917, -0.5311, -1.2213], [-1.1628, -1.8022, -0.5027], [0.7162, -0.7812, -2.5230], [0.7372, -2.3248, -1.5749], [0.6861, -0.4801, 0.4958]], "atomic_forces_ev_per_a": [[-0.896, -0.003, -0.585], [0.372, -0.154, -0.037], [-0.194, -0.332, 0.326], [0.359, -0.076, 0.565], [0.351, 0.492, -0.159], [-0.240, 0.429, 0.434], [-0.886, -0.496, 1.508], [2.109, 1.223, -0.213], [0.316, 0.317, -0.688], [0.043, -0.603, -0.275], [-0.471, -0.166, 0.512], [0.207, -0.197, -0.644], [-1.071, -0.434, -0.745]], "nbo_charge": [-0.734, -0.631, 0.174, 0.174, 0.185, -0.869, 0.126, -0.870, 0.345, 0.354, 0.134, 0.121, 0.491], "relative_energy_kcal_mol": 23.7, "total_charge": -1, "gap_ha": 0.26078, "max_force_ha_per_bohr": 0.0476}

=====

Repeat the first record exactly.
{"formula": "C14H16", "method": "ωB97M-V/def2-TZVPD", "elements": ["C", "C", "C", "C", "C", "C", "C", "H", "H", "H", "H", "H", "H", "H", "H", "C", "C", "C", "C", "C", "C", "C", "H", "H", "H", "H", "H", "H", "H", "H"], "xyz": [[2.4409, -1.9392, 0.3387], [1.2857, -1.6467, 1.2891], [1.5912, -1.5481, 2.6351], [0.5662, -1.3994, 3.5635], [-0.7566, -1.2982, 3.1049], [-1.0830, -1.2233, 1.7570], [-0.0292, -1.4495, 0.8752], [2.2473, -2.6526, -0.4554], [3.3229, -2.2108, 0.9182], [2.7053, -1.0042, -0.1509], [2.6085, -1.5162, 3.0439], [0.7325, -1.2015, 4.6027], [-1.5293, -1.3239, 3.8856], [-2.0639, -0.9670, 1.4293], [-0.1271, -1.6846, -0.1776], [0.2110, 1.8921, -3.6959], [-0.3180, 1.5653, -2.3407], [-1.1080, 0.4074, -2.1382], [-1.9681, 0.3324, -1.0665], [-1.9680, 1.3632, -0.0803], [-0.9964, 2.3550, -0.1771], [-0.1115, 2.3813, -1.2501], [-0.6172, 1.9456, -4.4185], [1.0550, 1.2663, -4.0394], [0.5821, 2.9311, -3.6627], [-1.0156, -0.4867, -2.7368], [-2.6907, -0.5058, -0.9875], [-2.6932, 1.3964, 0.7098], [-0.9508, 3.1173, 0.5786], [0.6780, 3.1041, -1.3542]], "atomic_forces_ev_per_a": [[-0.258, 0.929, 0.262], [0.606, -0.437, 0.104], [-0.063, 0.537, 1.444], [-0.796, 0.417, -1.306], [-0.339, 0.011, 1.033], [1.523, -0.417, 0.509], [0.668, -0.872, -0.645], [-0.189, -0.274, 0.122], [-0.085, -0.314, -0.127], [0.069, 0.151, -0.244], [-0.213, -0.289, -0.568], [0.313, -0.406, 0.435], [0.120, 0.469, -0.505], [-0.550, -0.287, -0.193], [-0.713, 0.646, -0.169], [0.830, 0.888, -0.218], [-0.173, -1.656, 0.245], [-0.062, 0.333, 0.309], [-0.660, 0.485, 1.232], [0.524, -0.240, -1.490], [-0.243, -0.719, 0.394], [-0.596, 0.405, -0.613], [0.373, -0.483, 0.102], [-0.614, 0.052, -0.024], [0.095, -0.365, -0.049], [-0.205, 0.293, -0.785], [0.707, 0.520, 0.027], [-0.179, -0.117, 0.237], [0.166, 0.154, 0.272], [-0.056, 0.585, 0.209]], "nbo_charge": [-0.630, -0.010, -0.218, -0.212, -0.218, -0.198, -0.215, 0.217, 0.215, 0.218, 0.207, 0.211, 0.206, 0.215, 0.210, -0.637, 0.002, -0.230, -0.201, -0.229, -0.205, -0.221, 0.227, 0.223, 0.214, 0.212, 0.212, 0.213, 0.213, 0.209], "relative_energy_kcal_mol": 24.0, "gap_ha": 0.35426, "max_force_ha_per_bohr": 0.0327}

=====

Please write out number 2 again, unchanged.
{"formula": "C4H8O", "method": "ωB97M-V/def2-TZVPD", "elements": ["C", "C", "C", "C", "O", "H", "H", "H", "H", "H", "H", "H", "H"], "xyz": [[-0.3348, -1.9946, 0.4325], [-0.5491, -0.6891, -0.2783], [0.2380, 0.3907, -0.1356], [0.0007, 1.7913, -0.6172], [1.2979, 0.2874, 0.7393], [0.6928, -1.8890, 0.7773], [-0.3654, -2.9109, -0.1575], [-1.0254, -2.0951, 1.2699], [-1.2434, -0.5595, -1.1031], [-0.3817, 2.3862, 0.2164], [-0.7628, 1.9033, -1.3897], [0.9126, 2.2804, -0.9463], [1.5208, 1.0990, 1.1922]], "atomic_forces_ev_per_a": [[0.678, 0.592, -0.036], [0.278, 0.789, -1.411], [-0.432, -0.265, 1.029], [-0.424, 0.079, -0.084], [0.319, -0.522, 0.045], [-0.107, -0.506, 0.579], [-0.283, 0.274, -0.314], [0.093, -0.084, 0.097], [-0.419, -0.304, 0.288], [0.077, -0.006, 0.187], [0.161, -0.374, -0.061], [0.205, -0.095, -0.170], [-0.145, 0.420, -0.151]], "nbo_charge": [-0.650, -0.271, 0.305, -0.671, -0.713, 0.234, 0.215, 0.214, 0.197, 0.214, 0.231, 0.216, 0.478], "relative_energy_kcal_mol": 17.9, "gap_ha": 0.34299, "max_force_ha_per_bohr": 0.0319}